Entry one
19
Properties=species:S:1:pos:R:3 method="wB97M-V/def2-TZVPD" multiplicity=2 orbital_gap_ev="8.06 / 5.83" total_charge=+1
C 2.038 0.687 0.827
C 1.334 -0.355 0.003
C 1.380 -0.286 -1.390
C 0.241 -2.586 0.110
C 0.650 -1.408 0.666
H 2.118 1.598 0.230
H 2.991 0.301 1.170
H 1.439 0.956 1.693
H 1.560 0.695 -1.809
H 1.150 -1.114 -2.033
H 0.412 -2.776 -0.948
H -0.295 -3.331 0.683
H 0.522 -1.338 1.739
H -1.542 -0.152 1.007
H -2.961 0.046 0.473
O -2.032 0.065 0.208
H -1.859 2.381 0.127
H -2.744 2.342 -1.102
O -2.340 2.959 -0.469

Entry two
19
Properties=species:S:1:pos:R:3 method="wB97M-V/def2-TZVPD" multiplicity=2 orbital_gap_ev="10.12 / 6.18" total_charge=+1
C -2.945 0.207 -0.076
C -1.754 0.656 -0.844
C 1.901 0.373 0.379
O 3.038 0.339 -0.512
C 0.578 0.308 -0.450
C -0.574 0.778 -0.015
H -3.802 0.487 -0.668
H -2.809 0.824 0.788
H -2.858 -0.725 0.234
H -1.997 1.675 -1.308
H -1.590 -0.061 -1.738
H 1.829 -0.503 1.160
H 2.062 1.193 0.996
H 3.763 0.301 0.136
H 0.891 0.351 -1.578
H -0.527 1.424 0.926
H -0.309 -1.374 0.645
H -0.028 -2.865 0.607
O -0.271 -2.171 1.241

entry one comes first in stability; the runner-up is 1.866 eV higher.